#one
{"formula": "C4H11N2", "method": "ωB97M-V/def2-TZVPD", "species": ["C", "C", "C", "N", "C", "N", "H", "H", "H", "H", "H", "H", "H", "H", "H", "H", "H"], "positions_angstrom": [[-0.07, 1.90, -1.72], [1.14, 1.22, -1.04], [0.79, 0.68, 0.32], [-0.10, -0.52, 0.18], [-0.55, -1.12, 1.24], [-1.06, -2.34, 1.25], [-0.73, 2.35, -0.98], [0.18, 2.67, -2.44], [-0.67, 1.11, -2.18], [1.40, 0.38, -1.69], [2.06, 1.80, -0.97], [1.65, 0.41, 0.91], [0.24, 1.40, 0.93], [0.01, -1.07, -0.66], [-0.54, -0.60, 2.19], [-1.31, -2.77, 2.13], [-1.17, -2.88, 0.41]], "lowdin_charge": [-0.0775, -0.2257, -0.1689, 0.0816, -0.1337, 0.1957, 0.0731, 0.0797, 0.0705, 0.1094, 0.1171, 0.1262, 0.1291, 0.1668, 0.1737, 0.1388, 0.1442], "homo_lumo_gap_ev": 11.536, "total_charge": 1, "multiplicity": 1, "smiles": "CCCNC=[NH2+]", "homo_energy_ev": -15.22}


#two
{"formula": "C4H11N2", "method": "ωB97M-V/def2-TZVPD", "species": ["N", "C", "C", "C", "C", "N", "H", "H", "H", "H", "H", "H", "H", "H", "H", "H", "H"], "positions_angstrom": [[-2.02, -1.42, -1.21], [-0.79, -1.22, -0.67], [-0.52, -0.75, 0.55], [0.88, -0.39, 1.02], [1.49, 0.82, 0.27], [0.37, 1.83, -0.04], [-2.83, -1.32, -0.61], [-2.15, -2.03, -1.99], [0.00, -1.47, -1.37], [-1.28, -0.60, 1.30], [1.53, -1.24, 0.82], [0.93, -0.20, 2.09], [1.85, 0.48, -0.69], [2.15, 1.39, 0.92], [0.77, 2.61, -0.53], [-0.29, 1.36, -0.67], [-0.09, 2.15, 0.81]], "lowdin_charge": [0.0755, -0.2277, -0.1478, -0.1839, -0.1095, 0.1822, 0.1037, 0.1003, 0.1317, 0.1059, 0.1214, 0.1117, 0.1293, 0.1282, 0.1609, 0.1468, 0.1714], "homo_lumo_gap_ev": 8.644, "total_charge": 1, "multiplicity": 1, "smiles": "N/C=C/CC[NH3+]", "homo_energy_ev": -12.05}


#three
{"formula": "C4H11N2", "method": "ωB97M-V/def2-TZVPD", "species": ["N", "C", "C", "C", "C", "N", "H", "H", "H", "H", "H", "H", "H", "H", "H", "H", "H"], "positions_angstrom": [[-0.44, -1.25, 2.06], [-0.83, -1.73, 0.69], [-0.92, -0.59, -0.31], [0.04, 0.58, -0.17], [0.47, 1.05, -1.27], [1.42, 2.15, -1.17], [-1.23, -1.21, 2.73], [0.41, -1.65, 2.64], [-0.06, -2.56, 0.38], [-1.65, -2.41, 0.69], [-1.95, -0.19, -0.34], [-0.49, -1.25, -1.20], [-0.08, 1.03, 0.94], [0.26, 0.77, -2.36], [1.33, 2.57, -0.24], [2.45, 1.75, -1.20], [1.27, 2.94, -1.86]], "lowdin_charge": [-0.0546, -0.2867, -0.1993, -0.1009, -0.1552, 0.1495, 0.0739, 0.1214, 0.1383, 0.0943, 0.1295, 0.1503, 0.1816, 0.1710, 0.1613, 0.2273, 0.1982], "homo_lumo_gap_ev": 8.624, "total_charge": 1, "multiplicity": 1, "smiles": "NCC/C=C/[NH3+]", "homo_energy_ev": -12.42}


Most stable structure - #one; separation to the second - 0.0271 hartree.


#one
{"formula": "C4H11N2", "method": "ωB97M-V/def2-TZVPD", "species": ["C", "C", "C", "N", "H", "H", "H", "H", "H", "H", "H", "H", "C", "N", "H", "H", "H"], "positions_angstrom": [[0.05, -1.44, 1.30], [-0.79, -1.27, 0.09], [-1.71, -2.08, -0.43], [-0.57, 0.02, -0.63], [-0.17, -2.39, 1.77], [1.11, -1.37, 1.08], [-0.20, -0.65, 2.02], [-2.36, -1.74, -1.22], [-1.81, -3.07, -0.01], [0.24, 0.58, -0.23], [-1.40, 0.62, -0.53], [-0.46, -0.05, -1.64], [1.73, 2.60, -0.70], [1.32, 1.90, 0.28], [1.86, 2.18, -1.69], [2.01, 3.64, -0.55], [1.17, 2.50, 1.09]], "lowdin_charge": [-0.0320, -0.3467, 0.1082, 0.1946, 0.0961, 0.0935, 0.0979, 0.0834, 0.0878, 0.0785, 0.1713, 0.1666, -0.0478, 0.0104, 0.0764, 0.0868, 0.0752], "homo_lumo_gap_ev": 11.218, "total_charge": 1, "multiplicity": 1, "homo_energy_ev": -14.39}


#two
{"formula": "C4H11N2", "method": "ωB97M-V/def2-TZVPD", "species": ["C", "C", "C", "C", "N", "N", "H", "H", "H", "H", "H", "H", "H", "H", "H", "H", "H"], "positions_angstrom": [[1.98, -0.89, -0.64], [-1.08, 0.40, 0.46], [-1.73, 0.77, -0.81], [1.69, 1.04, 0.75], [1.26, -0.17, 0.09], [-1.42, -1.07, 0.56], [2.92, -0.53, -0.89], [1.44, -1.73, -1.09], [-1.96, 0.04, -1.58], [-0.99, 1.51, -1.30], [-2.42, 1.50, -0.43], [2.80, 1.11, 0.96], [1.11, 1.80, 0.39], [1.14, 0.83, 1.80], [-0.68, -1.68, 0.87], [-1.80, -1.62, -0.23], [-2.27, -1.31, 1.08]], "lowdin_charge": [0.0184, 0.0389, -0.1146, -0.1140, -0.1381, 0.1026, 0.0744, 0.0848, 0.0868, 0.1351, 0.0962, 0.1178, 0.0301, 0.1240, 0.1332, 0.1551, 0.1694], "homo_lumo_gap_ev": 9.119, "total_charge": 1, "multiplicity": 1, "homo_energy_ev": -13.76}


#three
{"formula": "C4H11N2", "method": "ωB97M-V/def2-TZVPD", "species": ["C", "C", "C", "C", "N", "N", "H", "H", "H", "H", "H", "H", "H", "H", "H", "H", "H"], "positions_angstrom": [[-1.49, 0.58, -1.83], [-0.46, 0.04, -1.30], [-0.09, -0.22, 0.25], [0.62, -1.46, 0.49], [-0.97, 0.02, 1.26], [1.16, 1.01, 0.43], [-1.55, 0.62, -2.92], [-2.13, 1.26, -1.27], [0.24, -0.58, -1.88], [0.94, -1.47, 1.50], [1.39, -1.62, -0.17], [0.19, -2.38, 0.44], [-0.45, -0.39, 2.08], [-1.57, 0.82, 1.35], [1.12, 1.91, -0.24], [2.02, 0.58, 0.40], [1.02, 1.29, 1.40]], "lowdin_charge": [0.0361, -0.1132, -0.4608, -0.0277, 0.1246, 0.1994, 0.0900, 0.0820, 0.1179, 0.0959, 0.0812, 0.0938, 0.1362, 0.1179, 0.2122, 0.0816, 0.1328], "homo_lumo_gap_ev": 11.512, "total_charge": 1, "multiplicity": 1, "smiles": "C=C[C@](C)(N)[NH3+]", "homo_energy_ev": -14.81}


#four
{"formula": "C4H11N2", "method": "ωB97M-V/def2-TZVPD", "species": ["C", "C", "C", "C", "N", "N", "H", "H", "H", "H", "H", "H", "H", "H", "H", "H", "H"], "positions_angstrom": [[-1.05, -0.54, 1.39], [2.26, -0.44, -0.63], [-0.94, 1.39, -0.88], [0.83, -0.11, -0.90], [-1.70, -1.59, 1.87], [0.42, 1.09, -0.94], [-1.15, 0.27, 2.14], [2.50, -0.83, 0.37], [2.56, -1.20, -1.26], [2.75, 0.42, -0.81], [-1.34, 1.00, 0.02], [-1.11, 2.50, -0.69], [-1.54, 0.93, -1.74], [0.08, -0.84, -1.12], [-1.99, -1.52, 2.77], [1.10, 1.86, -0.96], [-1.69, -2.40, 1.38]], "lowdin_charge": [0.0170, 0.0200, -0.0788, -0.0695, 0.0783, 0.0107, 0.0425, 0.1270, 0.0720, 0.0501, 0.0016, 0.1355, 0.1416, 0.1296, 0.0724, 0.1885, 0.0616], "homo_lumo_gap_ev": 8.843, "total_charge": 1, "multiplicity": 1, "homo_energy_ev": -12.76}


Most stable structure - #one; separation to the second - 0.0346 hartree.


#one
{"formula": "C4H11N2", "method": "ωB97M-V/def2-TZVPD", "species": ["C", "C", "C", "N", "C", "N", "H", "H", "H", "H", "H", "H", "H", "H", "H", "H", "H"], "positions_angstrom": [[0.37, -2.34, -0.05], [-0.05, -1.22, -1.00], [0.02, 0.20, -0.41], [0.81, 1.07, -1.08], [-0.67, 0.42, 0.72], [-0.54, 1.67, 1.56], [1.45, -2.45, -0.08], [-0.06, -3.30, -0.33], [0.19, -2.14, 1.01], [-1.08, -1.32, -1.30], [0.57, -1.20, -1.88], [0.82, 2.07, -0.99], [1.47, 0.74, -1.76], [-1.16, -0.34, 1.30], [-0.06, 1.39, 2.41], [-0.10, 2.44, 1.07], [-1.50, 1.98, 1.78]], "lowdin_charge": [-0.0779, -0.1619, -0.3280, 0.1449, -0.0723, 0.2022, 0.0815, 0.0849, 0.0683, 0.1164, 0.1077, 0.1056, 0.1149, 0.1185, 0.1688, 0.1530, 0.1734], "homo_lumo_gap_ev": 9.375, "total_charge": 1, "multiplicity": 1, "smiles": "CC/C(N)=C/[NH3+]", "homo_energy_ev": -13.05}


#two
{"formula": "C4H11N2", "method": "ωB97M-V/def2-TZVPD", "species": ["C", "C", "C", "C", "N", "N", "H", "H", "H", "H", "H", "H", "H", "H", "H", "H", "H"], "positions_angstrom": [[-1.78, -0.02, -0.40], [1.01, -1.29, 0.15], [-3.02, 0.16, 0.26], [2.31, 0.82, -0.54], [-0.66, -0.39, 0.12], [1.98, -0.26, 0.51], [-1.76, -0.12, -1.51], [0.85, -1.36, -0.97], [-3.69, -0.61, -0.18], [-3.58, 1.08, 0.17], [-2.80, 0.14, 1.30], [1.27, 1.25, -0.77], [2.88, 1.54, -0.11], [2.95, 0.26, -1.29], [-0.57, -0.58, 1.15], [1.72, 0.18, 1.37], [2.90, -0.79, 0.75]], "lowdin_charge": [-0.1863, 0.0092, -0.0462, 0.0111, 0.0380, -0.1134, 0.1513, 0.0572, 0.1284, 0.1058, 0.0858, 0.1188, 0.0433, 0.1311, 0.1089, 0.1412, 0.2158], "homo_lumo_gap_ev": 9.453, "total_charge": 1, "multiplicity": 1, "homo_energy_ev": -12.96}


Most stable structure - #one; separation to the second - 0.1610 hartree.


#one
{"formula": "C4H11N2", "method": "ωB97M-V/def2-TZVPD", "species": ["C", "C", "N", "C", "C", "N", "H", "H", "H", "H", "H", "H", "H", "H", "H", "H", "H"], "positions_angstrom": [[1.35, -0.04, -1.97], [0.40, -0.13, -1.06], [-0.88, 0.51, -1.25], [0.73, -0.72, 0.32], [0.17, -0.03, 1.54], [-1.30, 0.21, 1.50], [1.27, 0.57, -2.87], [2.35, -0.47, -1.97], [-1.41, -0.04, -1.91], [-0.88, 1.48, -1.53], [1.81, -0.78, 0.38], [0.43, -1.77, 0.32], [0.34, -0.66, 2.41], [0.68, 0.88, 1.80], [-1.53, 1.21, 1.36], [-1.70, -0.12, 0.61], [-1.83, -0.10, 2.32]], "lowdin_charge": [0.0773, -0.3729, 0.0466, -0.1336, -0.1369, 0.1734, 0.0803, 0.0808, 0.0993, 0.0989, 0.1201, 0.1278, 0.1325, 0.1309, 0.1681, 0.1356, 0.1718], "homo_lumo_gap_ev": 10.135, "total_charge": 1, "multiplicity": 1, "smiles": "C=C(N)CC[NH3+]", "homo_energy_ev": -13.52}


#two
{"formula": "C4H11N2", "method": "ωB97M-V/def2-TZVPD", "species": ["C", "C", "C", "C", "N", "N", "H", "H", "H", "H", "H", "H", "H", "H", "H", "H", "H"], "positions_angstrom": [[0.26, -2.38, -0.10], [-0.62, -1.29, -0.57], [-0.09, -0.13, -1.09], [-0.66, 1.08, -1.45], [0.13, 2.12, -1.71], [0.43, 1.00, 3.04], [0.04, -2.69, 0.92], [1.31, -2.12, -0.21], [-1.59, -1.61, -0.95], [1.05, 0.41, 3.56], [0.93, -0.01, -0.71], [-1.73, 1.15, -1.66], [-0.29, 3.01, -1.44], [0.75, 2.12, -2.50], [-0.09, 1.73, 3.50], [0.01, -3.25, -0.71], [0.17, 0.86, 2.09]], "lowdin_charge": [-0.0413, -0.0170, -0.0751, -0.0612, 0.1603, 0.0260, 0.1111, 0.0934, 0.1384, 0.0056, 0.1287, 0.1576, 0.1363, 0.1503, 0.0124, 0.1125, -0.0379], "homo_lumo_gap_ev": 5.819, "total_charge": 1, "multiplicity": 1, "homo_energy_ev": -12.20}


Most stable structure - #one; separation to the second - 0.0613 hartree.


#one
{"formula": "C3H10N2O2", "method": "ωB97M-V/def2-TZVPD", "species": ["N", "C", "C", "N", "C", "O", "H", "H", "H", "H", "H", "H", "H", "H", "H", "H", "O"], "positions_angstrom": [[0.41, 0.61, -1.63], [-0.92, 0.94, -1.15], [-1.30, 0.11, 0.07], [-0.29, 0.03, 1.03], [-0.59, -0.72, 2.25], [-2.32, -0.46, 0.22], [0.47, 0.21, -2.57], [0.99, 1.45, -1.59], [-0.97, 2.00, -0.87], [-1.70, 0.83, -1.86], [0.70, -0.10, 0.67], [-1.48, -0.31, 2.71], [-0.64, -1.74, 1.98], [0.23, -0.69, 2.93], [2.07, -0.10, -1.03], [2.92, -1.39, -0.82], [2.43, -0.69, -0.36]], "lowdin_charge": [-0.0020, -0.1276, -0.3951, 0.2216, 0.0345, 0.2696, 0.1216, 0.1079, 0.1515, 0.1222, 0.1582, 0.1196, 0.1218, 0.1094, -0.0183, 0.0702, -0.0652], "homo_lumo_gap_ev": [11.107, 5.782], "total_charge": 1, "multiplicity": 2, "homo_energy_ev": [-14.67, -14.61], "s2": 0.7705}


#two
{"formula": "C3H10N2O2", "method": "ωB97M-V/def2-TZVPD", "species": ["C", "C", "N", "O", "H", "H", "H", "H", "H", "N", "C", "O", "H", "H", "H", "H", "H"], "positions_angstrom": [[-1.27, -1.70, -0.75], [-1.82, -1.33, 0.61], [-1.10, -0.63, 1.43], [-2.99, -1.69, 0.91], [-0.28, -2.13, -0.60], [-1.20, -0.79, -1.34], [-1.94, -2.40, -1.24], [-0.22, -0.25, 1.07], [-1.51, -0.25, 2.27], [0.85, 2.07, -0.96], [1.97, 1.46, -0.35], [1.55, 0.43, 0.61], [0.36, 1.43, -1.58], [0.19, 2.42, -0.27], [2.57, 0.99, -1.12], [2.50, 2.22, 0.21], [2.34, 0.16, 1.10]], "lowdin_charge": [0.0789, -0.4173, 0.2735, 0.3576, 0.1216, 0.1091, 0.1089, 0.0991, 0.1665, 0.0354, -0.3047, -0.1125, 0.0662, 0.0793, 0.1214, 0.1238, 0.0934], "homo_lumo_gap_ev": [9.700, 4.851], "total_charge": 1, "multiplicity": 2, "homo_energy_ev": [-13.65, -13.65], "s2": 0.7546}


Most stable structure - #two; separation to the second - 0.0163 hartree.


#one
{"formula": "C6H11NOS", "method": "ωB97M-V/def2-TZVPD", "species": ["C", "C", "C", "C", "C", "C", "N", "O", "S", "H", "H", "H", "H", "H", "H", "H", "H", "H", "H", "H"], "positions_angstrom": [[-0.03, -0.69, -1.77], [1.42, 0.99, -0.48], [-1.06, 2.78, 0.55], [-0.09, -1.53, 2.14], [0.72, -2.54, 1.40], [-0.54, -2.42, 1.15], [-1.18, 1.85, -0.46], [-0.14, 2.90, 1.35], [-0.18, 0.17, -0.44], [-0.79, -1.35, -1.96], [0.34, -0.15, -2.71], [1.39, 1.90, 0.05], [1.72, 1.05, -1.56], [-2.09, 3.26, 0.59], [-0.33, -1.68, 3.18], [-0.15, -0.49, 1.89], [1.57, -3.19, 1.44], [2.33, 0.46, 0.02], [-1.36, -2.71, 0.54], [-2.05, 1.69, -0.95]], "lowdin_charge": [-0.3806, -0.2579, -0.4314, -0.2267, -0.0099, -0.1430, -0.1421, -0.0269, 0.9509, -0.0372, 0.0545, 0.0050, 0.0570, 0.1285, 0.0835, 0.0183, 0.0910, 0.1031, 0.0977, 0.0662], "homo_lumo_gap_ev": 9.273, "multiplicity": 1, "homo_energy_ev": -8.69}


#two
{"formula": "C6H11NOS", "method": "ωB97M-V/def2-TZVPD", "species": ["C", "C", "C", "C", "C", "C", "N", "O", "S", "H", "H", "H", "H", "H", "H", "H", "H", "H", "H", "H"], "positions_angstrom": [[0.77, -0.60, 2.14], [0.99, -0.23, -0.16], [-0.22, 0.46, -0.79], [0.31, 1.49, -1.82], [-0.91, 1.29, 0.28], [-0.25, -2.25, 0.85], [0.59, -1.10, 0.97], [0.54, -0.47, 3.29], [-1.45, -0.69, -1.59], [1.57, -0.75, -0.88], [1.53, 0.62, 0.19], [0.97, 2.26, -1.36], [-0.51, 2.02, -2.30], [0.86, 0.97, -2.61], [-1.18, 0.77, 1.16], [-1.80, 1.66, -0.18], [-0.13, 2.04, 0.61], [-0.97, -2.24, 1.65], [-0.87, -2.07, -0.13], [0.16, -3.18, 0.67]], "lowdin_charge": [-0.1821, -0.1487, -0.9157, -0.1178, -0.1316, -0.0334, -0.0981, 0.1939, 0.5504, 0.1260, 0.1160, 0.0859, 0.0722, 0.0746, 0.0544, 0.0686, 0.1074, 0.1108, -0.0051, 0.0724], "homo_lumo_gap_ev": [7.666, 3.941], "multiplicity": 1, "homo_energy_ev": [-8.04, -6.38]}


Most stable structure - #two; separation to the second - 0.0884 hartree.


#one
{"formula": "C5H9O", "method": "ωB97M-V/def2-TZVPD", "species": ["C", "C", "C", "C", "C", "O", "H", "H", "H", "H", "H", "H", "H", "H", "H"], "positions_angstrom": [[-1.36, -1.22, 0.37], [0.66, 1.59, -1.50], [-0.06, 1.00, 0.77], [1.15, -1.19, 0.33], [-0.01, -0.65, 0.51], [0.85, 1.45, -0.26], [-1.87, -0.51, -0.26], [-1.40, -2.13, -0.10], [1.57, 1.67, -2.04], [-0.30, 1.58, -2.06], [-1.11, 1.31, 0.67], [0.55, 1.46, 1.64], [2.11, -0.78, 0.44], [1.15, -2.37, 0.23], [-1.91, -1.20, 1.27]], "lowdin_charge": [-0.0385, 0.2428, -0.0041, 0.0596, -0.3065, -0.0055, 0.0780, 0.0737, 0.1264, 0.1678, 0.1343, 0.1746, 0.0638, 0.1416, 0.0920], "homo_lumo_gap_ev": 7.903, "total_charge": 1, "multiplicity": 1, "homo_energy_ev": -14.31}


#two
{"formula": "C5H9O", "method": "ωB97M-V/def2-TZVPD", "species": ["C", "C", "C", "C", "C", "O", "H", "H", "H", "H", "H", "H", "H", "H", "H"], "positions_angstrom": [[-1.29, -0.37, -0.22], [2.67, -0.03, 0.19], [-2.30, 0.06, 0.35], [2.90, 0.22, -1.33], [-3.46, 0.13, 1.18], [1.55, -0.23, 0.66], [-1.07, -0.81, -1.12], [-0.17, -0.25, 0.08], [3.57, 0.03, 0.79], [3.52, -0.60, -1.75], [1.92, 0.25, -1.77], [3.45, 1.12, -1.23], [-3.93, 1.14, 1.19], [-4.20, -0.45, 0.77], [-3.17, -0.22, 2.23]], "lowdin_charge": [0.1517, -0.2071, 0.0967, -0.0138, -0.0008, -0.0126, 0.1049, 0.1354, 0.1240, 0.1072, 0.0624, 0.0726, 0.1257, 0.0885, 0.1654], "homo_lumo_gap_ev": 7.825, "total_charge": 1, "multiplicity": 1, "homo_energy_ev": -13.94}


Most stable structure - #one; separation to the second - 0.0070 hartree.